4 unconnected molecules or ions with the total composition H7O4 at a distorted geometry, computed with ωB97M-V with the def2-TZVPD basis set.

* gap between HOMO and LUMO: 0.30114 Eh
* E: -305.17603 a.u.
* HOMO level: -0.1612 Ha
* E_LUMO: 3.8 eV

```
! wB97M-V def2-TZVPD RIJCOSX def2/J DEFGRID3
* xyz -1 1
O -1.127 0.851 0.041
H -1.144 0.487 -0.849
O -0.827 3.236 -0.445
H -0.996 3.758 0.364
H -1.108 2.180 -0.199
O 1.216 0.017 0.521
H 1.991 0.477 0.812
H 0.287 0.446 0.447
O 0.752 -4.131 -0.239
H -0.074 -4.390 0.150
H 1.161 -3.311 0.054
*
```